A 5-piece molecular cluster, C23H41ClN2O9P overall. Source: the Open Molecules 2025 dataset; level of theory: wB97M-V/def2-TZVPD.

Electronic energy, Ha: -2489.0788
Maximum force, eV/Å: 1.91
HOMO, Ha: -0.4293
Charge: +1
Kohn-Sham gap, eV: 9.15
2S+1: 1

CARTESIAN COORDINATES (ANGSTROEM)
N: 4.37447 0.90194 1.51108
C: 5.05664 1.24561 0.24363
C: 4.09447 1.82649 -0.76996
C: 3.06193 0.80406 -1.22996
C: 1.91611 0.71713 -0.22203
C: 1.57097 -0.57606 0.46968
C: 0.49921 -0.02684 1.48208
C: -0.23381 1.03547 0.63910
P: -0.21218 2.82381 1.27756
O: -1.78541 3.18840 1.47450
Cl: 0.51914 2.69023 3.19472
N: 0.55959 1.13815 -0.64865
H: 4.41338 1.69452 2.14255
H: 4.90029 0.16257 1.96414
H: 5.44213 0.31875 -0.16009
H: 5.86695 1.93944 0.44308
H: 3.61023 2.69743 -0.33310
H: 4.66046 2.20110 -1.61584
H: 3.53001 -0.16017 -1.37787
H: 2.65339 1.14526 -2.17745
H: 2.17654 1.36586 0.60760
H: 1.05690 -1.27595 -0.18513
H: 2.37657 -1.04225 1.01027
H: 1.11115 0.39554 2.26081
H: -0.17638 -0.79420 1.81728
H: -1.24754 0.69989 0.46615
H: -2.21671 2.91864 0.63741
H: 0.44949 2.04826 -1.10910
H: 0.14196 0.41178 -1.23401
O: -4.12272 1.59857 7.53170
C: -3.67637 2.28836 6.66730
O: -3.01880 1.78277 5.58942
C: -2.50653 2.85047 4.77426
C: -3.36344 4.06246 5.11577
C: -3.70280 3.80347 6.58354
H: -1.45930 3.00379 5.02662
H: -2.58159 2.56416 3.72954
H: -2.85838 5.00900 4.93340
H: -4.27734 4.04940 4.52001
H: -2.94295 4.20038 7.25778
H: -4.68019 4.18388 6.86369
O: -1.51232 2.64189 -1.60070
C: -2.48181 2.09721 -2.08816
O: -2.55468 1.83168 -3.38351
C: -3.85160 1.27563 -3.71145
C: -4.37502 0.71232 -2.40140
C: -3.75288 1.66324 -1.38081
H: -4.47561 2.07969 -4.10316
H: -3.73124 0.51725 -4.47898
H: -5.46010 0.66268 -2.36084
H: -3.98831 -0.29340 -2.25160
H: -4.37088 2.54587 -1.20168
H: -3.52585 1.17257 -0.43503
O: -2.88580 -2.29890 -3.16779
C: -3.56546 -3.04531 -2.51988
O: -4.83690 -2.75494 -2.15433
C: -5.34268 -3.79333 -1.28405
C: -4.49617 -5.01993 -1.58808
C: -3.15609 -4.39081 -1.95618
H: -5.23750 -3.45684 -0.25091
H: -6.39649 -3.94683 -1.49852
H: -4.44768 -5.72191 -0.75915
H: -4.90418 -5.54678 -2.45083
H: -2.52910 -4.22228 -1.07882
H: -2.60766 -4.96394 -2.69772
O: 6.51794 -2.10354 0.03705
C: 6.50807 -2.53676 -1.07985
O: 7.61743 -2.60182 -1.84326
C: 7.29107 -3.06656 -3.16665
C: 5.97468 -3.81564 -3.01011
C: 5.31373 -3.05015 -1.86487
H: 7.20157 -2.19882 -3.82326
H: 8.09813 -3.69752 -3.52808
H: 5.38820 -3.84696 -3.92576
H: 6.16796 -4.84274 -2.69983
H: 4.73897 -2.19362 -2.22295
H: 4.68875 -3.68227 -1.24035